12
Properties=species:S:1:pos:R:3 method="wB97M-V/def2-TZVPD" lumo_energy_ha=0.0141 e_tot_ha=-397.707862 multiplicity=1 orbital_gap_ev=9.68 homo_ev=-9.3 de_lowest_kj_mol=338.2
C -1.280 -0.691 0.601
N -0.421 0.437 0.273
C 1.087 0.315 -0.104
C 0.219 0.841 -1.552
O 1.446 -1.018 -0.131
O 1.868 1.179 0.297
O -0.144 1.596 -2.313
H 2.369 -1.024 0.167
H -0.619 1.330 0.711
H -2.298 -0.503 0.255
H -1.300 -0.863 1.680
H -0.924 -1.600 0.118


12
Properties=species:S:1:pos:R:3 method="wB97M-V/def2-TZVPD" lumo_energy_ha=-0.0032 e_tot_ha=-397.699954 multiplicity=1 orbital_gap_ev=9.47 homo_ev=-9.6 smiles="CN(O)C(=O)C=O" de_lowest_kj_mol=359.0
C -1.722 0.126 0.420
C 0.591 0.789 -0.313
C 2.014 0.142 -0.172
H -2.192 0.904 -0.136
H -2.230 -0.806 0.279
H -1.689 0.469 1.391
H 0.424 -1.869 -0.243
H 2.932 0.595 -0.615
N -0.423 -0.162 -0.133
O -0.273 -1.397 -0.770
O 0.472 1.999 -0.280
O 2.098 -0.790 0.572


12
Properties=species:S:1:pos:R:3 method="wB97M-V/def2-TZVPD" lumo_energy_ha="-0.0682 / -0.0723" e_tot_ha=-397.540121 multiplicity=1 orbital_gap_ev="9.11 / 9.20" homo_ev="-11.0 / -11.2" de_lowest_kj_mol=778.6
C 0.416 -0.486 0.338
C -0.773 0.146 -0.463
C 1.740 0.236 0.205
N -2.150 0.110 -0.040
O -2.593 -0.677 0.793
O -2.760 1.137 -0.325
O 0.290 -1.542 -0.579
H 0.039 -0.586 1.238
H -0.577 0.710 -1.397
H 2.561 -0.356 0.794
H 1.741 1.264 0.331
H 2.067 0.044 -0.895


12
Properties=species:S:1:pos:R:3 method="wB97M-V/def2-TZVPD" lumo_energy_ha="-0.0679 / -0.1054" e_tot_ha=-397.666739 multiplicity=1 orbital_gap_ev="8.10 / 6.87" homo_ev="-9.9 / -9.7" de_lowest_kj_mol=446.2
N 1.148 0.364 -1.380
C 0.539 0.813 -0.234
O -0.336 1.650 -0.200
C 1.030 0.329 1.069
O -1.108 -0.740 1.385
C -1.779 -0.938 0.281
O -1.528 -0.513 -0.833
H 1.522 -0.577 -1.395
H 0.536 0.540 -2.168
H 2.067 -0.047 1.157
H 0.572 0.739 1.949
H -2.662 -1.620 0.368


12
Properties=species:S:1:pos:R:3 method="wB97M-V/def2-TZVPD" lumo_energy_ha=0.0207 e_tot_ha=-397.661731 multiplicity=1 orbital_gap_ev=10.87 homo_ev=-10.3 smiles="C=C[C@@H](O)[N+](=O)[O-]" de_lowest_kj_mol=459.4
C 0.360 -1.793 0.549
C -0.058 -0.831 -0.253
C -0.595 0.506 0.175
N 0.035 1.451 -1.039
O -0.449 1.347 -2.125
O 0.956 2.135 -0.685
O -0.286 0.996 1.395
H 0.754 -2.709 0.145
H 0.303 -1.718 1.621
H -0.017 -0.961 -1.327
H -1.674 0.582 0.012
H 0.671 0.996 1.534


12
Properties=species:S:1:pos:R:3 method="wB97M-V/def2-TZVPD" lumo_energy_ha=0.0226 e_tot_ha=-397.788517 multiplicity=1 orbital_gap_ev=11.54 homo_ev=-10.9 smiles="[H]/N=C(/C)OC(=O)O" de_lowest_kj_mol=126.5
C -1.550 -0.440 0.207
C 1.408 -0.369 0.050
C -0.626 0.691 -0.061
O 0.829 -1.177 -0.687
O 2.742 -0.390 0.209
N -0.986 1.824 -0.457
O 0.813 0.648 0.602
H 3.042 -1.200 -0.241
H -0.276 2.551 -0.387
H -1.692 -1.013 -0.711
H -1.168 -1.078 1.002
H -2.535 -0.045 0.473


12
Properties=species:S:1:pos:R:3 method="wB97M-V/def2-TZVPD" lumo_energy_ha="0.0304 / -0.0720" e_tot_ha=-397.537169 multiplicity=3 s2=2.008 orbital_gap_ev="7.46 / 8.91" homo_ev="-6.6 / -10.9" de_lowest_kj_mol=214.8
C 1.916 1.021 0.670
C -0.784 0.086 -0.391
C -2.050 -0.829 -0.322
N 1.651 -0.117 0.111
O 2.324 -0.801 -0.641
O -0.744 1.189 -0.857
O 0.238 -0.596 0.308
H 1.247 1.676 1.245
H 2.924 1.386 0.509
H -2.525 -0.618 -1.172
H -2.597 -0.525 0.593
H -1.599 -1.871 -0.053


13
Properties=species:S:1:pos:R:3 method="wB97M-V/def2-TZVPD" lumo_energy_ha="0.0087 / 0.0087" e_tot_ha=-472.833517 multiplicity=1 orbital_gap_ev="8.01 / 8.02" homo_ev="-7.8 / -7.8" de_lowest_kj_mol=619.4
C -1.265 -0.285 0.698
C -0.983 -0.457 -0.806
C 0.203 1.172 -0.105
N 2.158 -0.088 0.238
O 1.986 -1.016 0.999
O 3.052 0.013 -0.560
O -0.341 0.759 0.997
O -0.290 0.654 -1.245
H -2.220 0.185 1.102
H -1.195 -1.190 1.219
H -0.202 -1.264 -1.024
H -1.782 -0.538 -1.367
H 0.878 2.054 -0.147